Entry 1:
{
  "formula": "C5H7CuF4NO2S",
  "method": "ωB97M-V with the def2-TZVPD basis set",
  "homo_lumo_gap_ev": [7.5, 6.6],
  "homo_energy_ev": [-18.74, -18.77],
  "multiplicity": 2,
  "s2": 0.756,
  "total_energy_ev": -77203.9457,
  "charge": 2,
  "max_force_ev_per_a": 1.810,
  "e_lumo_ev": [-11.274, -12.156],
  "species": ["C", "N", "C", "C", "C", "F", "C", "F", "F", "S", "O", "O", "F", "H", "H", "H", "H", "H", "H", "H", "Cu"],
  "positions_angstrom": [[2.16, -1.09, 0.29], [1.02, -0.13, 0.18], [0.27, -0.28, -1.10], [-1.20, 0.28, -1.09], [-1.87, 0.45, 0.22], [-1.58, 1.39, 1.06], [-2.98, -0.39, 0.59], [-2.72, -1.63, 0.82], [-4.15, -0.03, 0.69], [1.57, 1.45, 0.56], [1.27, 1.61, 1.91], [2.87, 1.62, 0.09], [0.61, 2.27, -0.28], [1.95, -1.99, -0.25], [3.09, -0.70, -0.10], [2.32, -1.36, 1.32], [0.78, 0.09, -1.97], [0.19, -1.34, -1.23], [-1.22, 1.27, -1.53], [-1.78, -0.36, -1.74], [-0.59, -1.13, 1.57]],
  "mulliken_charge": [-0.96, 0.04, -0.74, -0.44, 0.41, -0.18, 0.55, -0.09, -0.04, 1.16, -0.53, -0.50, -0.18, 0.39, 0.34, 0.42, 0.33, 0.54, 0.42, 0.41, 0.66]
}

***

Entry 2:
{
  "formula": "AgH16O12P",
  "method": "ωB97M-V with the def2-TZVPD basis set",
  "homo_lumo_gap_ev": 4.5,
  "homo_energy_ev": 0.76,
  "multiplicity": 1,
  "de_lowest_kj_mol": 159.92,
  "total_energy_ev": -38104.1575,
  "charge": -2,
  "max_force_ev_per_a": 18.368,
  "e_lumo_ev": 5.287,
  "species": ["Ag", "P", "O", "O", "O", "O", "O", "H", "H", "O", "H", "H", "O", "H", "H", "O", "H", "H", "O", "H", "H", "O", "H", "H", "O", "H", "H", "O", "H", "H"],
  "positions_angstrom": [[0.21, -0.12, -0.34], [-1.73, 0.90, -1.95], [-1.18, -0.48, -2.02], [-0.13, 1.09, -2.08], [-1.95, 0.12, -0.68], [-1.14, 1.68, -0.86], [1.45, 2.36, -0.56], [0.62, 1.94, -1.11], [0.96, 2.30, 0.27], [-0.43, 1.80, 1.42], [-0.49, 2.72, 1.61], [-0.84, 1.71, 0.49], [0.58, -2.24, -1.79], [1.27, -1.61, -2.16], [-0.15, -1.57, -1.80], [2.23, -0.73, 0.49], [2.23, -0.43, 1.42], [2.43, -1.64, 0.60], [-1.00, -1.84, 0.68], [-0.79, -2.52, 0.03], [-1.44, -1.17, 0.08], [-2.34, 0.14, 2.33], [-1.59, 0.75, 2.29], [-2.18, -0.26, 1.46], [1.86, 0.04, -2.48], [0.95, 0.47, -2.30], [2.14, -0.18, -1.57], [0.42, -1.30, 2.92], [0.26, -0.50, 3.40], [-0.24, -1.43, 2.18]],
  "mulliken_charge": [0.59, -1.77, -0.04, -0.37, -0.27, 0.07, -0.81, 0.32, 0.45, -0.79, 0.18, 0.49, -0.82, 0.42, 0.44, -0.45, 0.29, 0.23, -0.79, 0.28, 0.40, -0.76, 0.35, 0.40, -0.87, 0.52, 0.27, -0.69, 0.29, 0.44]
}

***

Entry 3:
{
  "formula": "C3H4N2O2",
  "method": "ωB97M-V with the def2-TZVPD basis set",
  "homo_lumo_gap_ev": [7.9, 8.7],
  "homo_energy_ev": [-7.11, -10.52],
  "multiplicity": 3,
  "de_lowest_kj_mol": 167.52,
  "s2": 2.023,
  "total_energy_ev": -10244.9286,
  "max_force_ev_per_a": 7.681,
  "e_lumo_ev": [0.829, -1.817],
  "species": ["C", "C", "C", "N", "N", "O", "O", "H", "H", "H", "H"],
  "positions_angstrom": [[-0.13, 1.43, -0.66], [-1.03, -0.50, 0.50], [1.13, -0.49, -0.58], [0.89, 0.77, -1.02], [0.30, -0.98, 0.32], [0.67, -1.62, 1.49], [-1.03, 1.00, 0.25], [0.13, 2.52, -0.85], [-1.92, -0.86, -0.10], [-1.19, -0.51, 1.53], [2.18, -0.78, -0.88]],
  "mulliken_charge": [0.11, -0.26, -0.08, -0.46, 0.24, -0.41, -0.37, 0.33, 0.23, 0.30, 0.38]
}

***

Entry 4:
{
  "formula": "C4H7N",
  "method": "ωB97M-V with the def2-TZVPD basis set",
  "homo_lumo_gap_ev": 12.0,
  "homo_energy_ev": -11.31,
  "multiplicity": 1,
  "de_lowest_kj_mol": 256.74,
  "total_energy_ev": -5748.7559,
  "max_force_ev_per_a": 6.603,
  "e_lumo_ev": 0.736,
  "species": ["C", "C", "C", "C", "N", "H", "H", "H", "H", "H", "H", "H"],
  "positions_angstrom": [[-1.98, -0.02, -0.07], [0.55, -1.24, -0.13], [0.49, 1.30, -0.16], [-0.05, -0.05, 0.38], [-3.12, -0.06, -0.09], [1.64, -1.04, 0.24], [0.10, -2.03, 0.36], [0.44, -1.46, -1.08], [0.29, 1.51, -1.17], [0.34, 2.12, 0.49], [1.61, 1.13, -0.12], [-0.31, -0.16, 1.36]],
  "mulliken_charge": [0.06, -1.19, -1.12, 0.27, -0.42, 0.28, 0.39, 0.37, 0.34, 0.35, 0.30, 0.36]
}

***

Entry 5:
{
  "formula": "C53H54BrCsNOP2S4",
  "method": "ωB97M-V with the def2-TZVPD basis set",
  "homo_lumo_gap_ev": 8.1,
  "homo_energy_ev": -9.73,
  "multiplicity": 1,
  "de_lowest_kj_mol": 216.35,
  "total_energy_ev": -191879.3323,
  "charge": 1,
  "max_force_ev_per_a": 2.765,
  "e_lumo_ev": -1.635,
  "species": ["Cs", "C", "C", "S", "C", "C", "S", "C", "C", "S", "C", "C", "S", "H", "H", "H", "H", "H", "H", "H", "H", "H", "H", "H", "H", "H", "H", "H", "H", "C", "C", "C", "C", "C", "Br", "N", "C", "H", "H", "H", "H", "H", "H", "C", "C", "C", "C", "C", "C", "C", "C", "P", "C", "C", "C", "C", "C", "C", "C", "C", "C", "C", "C", "C", "C", "O", "C", "C", "C", "C", "C", "C", "P", "C", "C", "C", "C", "C", "C", "C", "C", "C", "C", "C", "C", "H", "H", "H", "H", "H", "H", "H", "H", "H", "H", "H", "H", "H", "H", "H", "H", "H", "H", "H", "H", "H", "H", "H", "H", "H", "H", "H", "H", "H", "H", "H", "H"],
  "positions_angstrom": [[-12.60, 12.20, 8.60], [-10.50, 16.15, 8.09], [-11.23, 16.12, 6.75], [-12.83, 15.25, 6.93], [-13.32, 15.14, 5.21], [-13.92, 13.75, 4.82], [-13.04, 12.23, 5.21], [-11.71, 12.05, 4.01], [-10.60, 13.02, 4.37], [-9.85, 12.38, 5.94], [-8.58, 13.57, 6.28], [-8.50, 14.02, 7.75], [-9.91, 14.52, 8.77], [-11.17, 16.52, 8.88], [-9.60, 16.80, 7.91], [-10.65, 15.59, 5.99], [-11.32, 17.10, 6.35], [-12.45, 15.39, 4.60], [-13.95, 15.93, 4.90], [-14.06, 13.79, 3.74], [-14.88, 13.62, 5.31], [-12.16, 12.24, 3.03], [-11.45, 11.02, 4.10], [-10.97, 14.00, 4.65], [-9.84, 13.04, 3.66], [-8.85, 14.36, 5.59], [-7.59, 13.22, 6.02], [-7.82, 14.84, 7.75], [-8.10, 13.18, 8.34], [-19.34, 7.97, 10.05], [-18.66, 9.15, 9.46], [-19.27, 10.11, 8.61], [-18.63, 11.23, 8.22], [-17.31, 11.36, 8.61], [-16.36, 12.96, 8.03], [-16.71, 10.57, 9.43], [-17.36, 9.45, 9.81], [-19.65, 8.21, 11.07], [-18.68, 7.15, 9.91], [-20.23, 7.86, 9.45], [-20.27, 9.93, 8.29], [-19.12, 11.95, 7.62], [-16.77, 8.77, 10.46], [-18.70, 11.64, 12.64], [-17.51, 11.64, 13.61], [-18.02, 11.44, 15.06], [-16.74, 12.95, 13.42], [-17.33, 14.16, 13.74], [-16.73, 15.40, 13.56], [-15.51, 15.38, 12.96], [-14.83, 14.17, 12.60], [-13.16, 14.07, 11.96], [-12.10, 13.69, 13.41], [-10.83, 13.23, 13.19], [-9.99, 12.76, 14.22], [-10.51, 12.78, 15.51], [-11.78, 13.37, 15.78], [-12.60, 13.76, 14.74], [-12.68, 15.85, 11.59], [-13.29, 16.50, 10.50], [-12.96, 17.83, 10.19], [-12.00, 18.46, 10.95], [-11.38, 17.82, 12.01], [-11.69, 16.50, 12.31], [-15.48, 12.93, 12.86], [-14.78, 11.82, 12.49], [-15.21, 10.53, 12.94], [-14.26, 9.52, 12.88], [-14.68, 8.30, 13.39], [-16.03, 8.06, 13.72], [-16.90, 9.16, 13.81], [-16.52, 10.44, 13.41], [-12.49, 9.78, 12.40], [-12.44, 9.13, 10.65], [-13.64, 9.08, 9.92], [-13.62, 8.79, 8.56], [-12.38, 8.67, 7.88], [-11.21, 8.70, 8.63], [-11.23, 8.92, 10.02], [-11.59, 8.46, 13.35], [-11.61, 7.15, 12.97], [-11.02, 6.19, 13.70], [-10.19, 6.58, 14.73], [-10.25, 7.87, 15.22], [-10.94, 8.87, 14.48], [-19.28, 12.50, 13.10], [-19.20, 10.72, 12.75], [-18.41, 11.92, 11.62], [-18.76, 12.12, 15.28], [-17.20, 11.59, 15.77], [-18.40, 10.41, 15.36], [-18.33, 14.16, 14.20], [-17.28, 16.32, 13.71], [-15.06, 16.35, 12.85], [-10.39, 13.14, 12.17], [-8.98, 12.30, 14.02], [-9.82, 12.47, 16.32], [-12.02, 13.41, 16.84], [-13.62, 14.07, 14.99], [-14.12, 16.09, 9.88], [-13.43, 18.30, 9.35], [-11.70, 19.46, 10.72], [-10.70, 18.42, 12.73], [-11.32, 16.00, 13.23], [-13.98, 7.48, 13.47], [-16.42, 7.01, 13.98], [-17.91, 8.87, 14.20], [-14.62, 9.27, 10.40], [-14.54, 8.75, 7.99], [-12.30, 8.53, 6.80], [-10.28, 8.62, 8.13], [-10.30, 8.91, 10.59], [-12.16, 6.87, 12.04], [-11.13, 5.13, 13.46], [-9.55, 5.88, 15.24], [-9.61, 8.12, 16.08], [-10.98, 9.89, 14.94]],
  "mulliken_charge": [0.43, 0.03, -0.57, 0.39, -1.16, -0.81, 0.21, -1.03, 0.10, 0.01, -0.73, -1.13, 0.31, -0.61, 0.57, -0.15, 0.53, 0.44, 0.60, 0.46, 0.28, 0.39, 0.44, -0.56, 0.60, 0.35, 0.52, 0.43, 0.38, -1.41, 0.34, -0.58, -0.63, 0.14, -0.18, 0.07, -0.01, 0.24, 0.40, 0.43, 0.44, 0.56, 0.32, -1.55, 2.13, -1.86, 0.87, -0.35, -1.69, -0.15, 0.13, 1.29, 0.02, -0.02, -0.41, -0.55, -0.80, -0.29, 0.59, -0.57, -0.96, -0.46, -0.58, -0.39, -1.78, 0.50, -0.57, 0.61, -0.15, -1.61, -0.52, 1.03, 1.04, 0.08, 0.09, -0.12, -0.69, -0.73, -0.22, 0.24, -0.37, -0.63, -0.59, -0.52, -0.30, 0.44, 0.46, 0.15, 0.49, 0.48, 0.28, 0.28, 0.41, 0.45, 0.25, 0.33, 0.38, 0.40, 0.40, 0.50, 0.46, 0.42, 0.29, 0.34, 0.46, 0.28, 0.19, -0.57, 0.39, 0.38, 0.49, 0.45, 0.29, 0.38, 0.41, 0.36, 0.24]
}